Record 1
{"formula": "C10H18N2O3S", "method": "ωB97M-V/def2-TZVPD", "species": ["C", "C", "C", "C", "C", "C", "C", "C", "C", "C", "H", "H", "H", "H", "H", "H", "H", "H", "H", "H", "H", "H", "H", "H", "H", "H", "H", "H", "N", "N", "O", "O", "O", "S"], "coordinates": [[-3.2900, -0.0427, 0.5318], [-1.9623, 0.6546, 0.8365], [-3.2248, -1.5464, 1.0003], [-2.9738, -2.3051, -0.2954], [-3.1425, -1.3346, -1.5065], [0.3902, 0.7874, 0.1444], [0.9241, 2.1985, -0.4652], [1.2384, -0.3918, -0.3342], [2.5834, -0.2729, 0.3453], [5.1655, -1.3165, 0.6699], [-3.4662, 0.7227, -1.4026], [-4.1368, 0.5049, 1.0271], [-4.2216, -1.7145, 1.3932], [-2.5548, -1.7387, 1.8178], [-3.5760, -3.2175, -0.3403], [-1.9278, -2.6865, -0.2439], [-3.9020, -1.6159, -2.2788], [-2.1951, -1.1851, -2.1797], [-1.3713, 0.4197, -1.0729], [0.4957, 0.8367, 1.2494], [0.6688, -1.2762, -0.0934], [1.2299, -0.4156, -1.4414], [2.3525, -0.3865, 1.4101], [3.0566, 0.7145, 0.1989], [5.6158, -0.3263, 0.5805], [5.7886, -2.1125, 0.2936], [4.9434, -1.5482, 1.7003], [-0.7828, 2.9748, -0.1027], [-3.6000, -0.1381, -0.8735], [-1.0558, 0.7582, -0.1627], [-1.7312, 1.0643, 1.9537], [2.0163, 2.3927, -0.9112], [0.1409, 3.2109, -0.2285], [3.6823, -1.5135, -0.3334]], "forces_ev_per_angstrom": [[-0.130, 0.276, 0.165], [-0.895, -0.095, 1.027], [-1.401, 1.606, -0.719], [1.530, -1.136, -0.355], [0.476, -0.485, -1.399], [0.068, 1.923, -0.905], [0.803, -2.054, 1.519], [-1.295, 1.016, -1.158], [0.225, 0.183, 0.068], [-0.551, -0.004, -0.123], [-0.246, -0.349, 0.241], [1.096, -0.390, -0.077], [-0.182, -0.420, -0.023], [0.575, 0.059, 0.085], [-0.128, 0.323, -0.269], [-0.566, 0.271, -0.340], [0.454, -0.344, 0.791], [-1.007, -0.437, 1.438], [0.486, -0.050, 0.454], [-0.327, 0.354, -0.648], [0.209, -0.628, 0.580], [0.593, 0.271, 0.370], [0.520, -0.278, 0.068], [-0.512, -0.440, -0.030], [0.048, -0.203, -0.108], [0.610, 0.029, -0.075], [-0.029, 0.073, 0.380], [-0.105, -0.416, 0.322], [-0.303, 1.194, -0.199], [0.749, -0.826, -0.887], [0.179, 0.026, 0.479], [0.231, -0.452, -0.436], [-1.170, 1.674, -0.231], [-0.004, -0.269, -0.007]], "lumo_ev": 0.412, "e_homo_ev": -8.5, "e_tot_ev": -30619.87191, "smiles": "CSCC[C@H](NC(=O)[C@@H]1CCCN1)C(=O)O", "gap_ev": 8.94, "relative_energy_kj_mol": 123.3}


Record 2
{"formula": "C10H18N3", "method": "ωB97M-V/def2-TZVPD", "species": ["C", "C", "C", "C", "C", "C", "C", "H", "H", "H", "H", "H", "H", "H", "H", "C", "C", "C", "N", "N", "N", "H", "H", "H", "H", "H", "H", "H", "H", "H", "H"], "coordinates": [[-1.3043, -0.8241, -2.0907], [1.8654, 1.9363, -2.9405], [1.7633, 0.7722, -3.7040], [0.8827, 2.2833, -2.0465], [0.7220, -0.0959, -3.4463], [-0.1426, 1.3756, -1.7433], [-0.2055, 0.1768, -2.4357], [2.6500, 2.6204, -3.2095], [2.4567, 0.6106, -4.5155], [0.7806, 3.2670, -1.6446], [0.6162, -1.0931, -3.8560], [-0.8422, 1.6654, -0.9724], [-0.8096, -1.7874, -2.0184], [-2.1336, -0.7520, -2.7822], [-1.7058, -0.5058, -1.1275], [-0.0453, 0.6123, 2.4928], [0.6045, 1.2971, 3.6833], [-0.7039, -1.7292, 1.9737], [0.1729, -0.8421, 2.3452], [-1.9902, -1.3787, 1.7596], [-0.2649, -2.9279, 1.4881], [-1.0993, 0.8324, 2.3621], [0.3806, 1.0035, 1.5625], [-0.1361, 1.8759, 4.2308], [1.3288, 2.0228, 3.3242], [1.1352, -1.1097, 2.4861], [-2.6349, -1.0973, 2.4901], [-2.4680, -2.0970, 1.2266], [0.4856, -2.9553, 0.8164], [-0.4871, -3.8136, 1.9056], [1.1288, 0.6576, 4.3860]], "forces_ev_per_angstrom": [[0.922, 1.171, 0.348], [0.020, 0.192, -1.136], [-0.209, 0.114, 0.319], [-0.816, -0.676, 0.206], [-0.344, -0.578, 0.891], [0.905, 0.427, -0.486], [-0.577, 0.045, 0.337], [0.171, 0.304, 0.153], [0.159, -0.233, 0.094], [0.516, 0.496, 0.438], [0.259, 0.188, -0.681], [-0.363, -0.186, -0.067], [-0.600, -0.450, -0.116], [-0.009, -0.492, -0.375], [-0.048, -0.356, 0.167], [0.026, 0.090, -1.432], [-0.063, 0.434, 0.105], [0.613, 0.173, -0.972], [0.056, 0.810, 0.952], [-1.226, -1.291, 0.393], [0.225, -0.109, -0.224], [-0.135, -0.203, 0.450], [0.131, 0.164, 0.113], [-0.032, -0.156, 0.158], [0.124, -0.014, -0.019], [-0.041, -0.489, -0.024], [0.579, 0.705, 0.231], [0.139, 0.040, -0.160], [0.288, 0.192, 0.331], [-0.553, 0.012, 0.016], [-0.116, -0.324, -0.011]], "lumo_ev": -3.402, "e_homo_ev": -11.5, "e_tot_ev": -15126.05839, "total_charge": 1, "gap_ev": 8.08, "relative_energy_kj_mol": 141.5}


Record 3
{"formula": "C10H18N5", "method": "ωB97M-V/def2-TZVPD", "species": ["C", "C", "C", "C", "C", "C", "C", "C", "C", "C", "N", "N", "N", "N", "N", "H", "H", "H", "H", "H", "H", "H", "H", "H", "H", "H", "H", "H", "H", "H", "H", "H", "H"], "coordinates": [[-0.0376, -1.2922, 0.8836], [0.8322, -1.0774, 1.9165], [0.0078, -0.5278, -0.3478], [1.9057, -0.0244, 1.8606], [1.4275, -0.0302, -0.5947], [-1.1713, 1.7408, 0.5864], [2.1792, 0.6785, 0.4931], [-3.1113, 0.7234, 0.0537], [3.7376, 0.6305, 0.3175], [-1.8733, -1.2999, -1.5650], [-0.9437, 0.6633, -0.3990], [-2.2359, 0.1446, -0.7094], [-0.4433, -1.2974, -1.5431], [-2.6035, -1.2604, -2.7644], [-2.6103, 1.5565, 0.9649], [-0.7238, -2.1551, 0.9711], [0.9363, -1.8397, 2.6929], [1.6834, 0.8424, 2.5365], [2.7830, -0.4670, 2.4503], [2.0578, -0.8793, -1.0545], [1.3287, 0.5897, -1.4952], [-0.4970, 1.8492, 1.4559], [-1.0640, 2.5823, -0.1214], [1.7747, 1.6891, 0.6066], [-4.2149, 0.4585, -0.0578], [4.0000, 1.6031, 0.0113], [4.1086, -0.2159, -0.3496], [4.1968, 0.4480, 1.2522], [-2.2117, -2.0577, -0.9770], [-3.4215, -1.9430, -2.7935], [-2.4225, -0.8354, -3.6315], [-0.0907, -0.9153, -2.3771], [-3.2833, 1.9184, 1.7278]], "forces_ev_per_angstrom": [[0.379, -1.553, 2.891], [-0.465, -0.211, -2.009], [0.195, 1.108, -0.857], [0.121, 0.337, 2.136], [0.883, -1.004, -2.930], [-0.011, 0.768, -0.404], [0.605, -1.780, 1.371], [-2.056, -1.851, -0.513], [-1.309, -0.961, -1.186], [0.084, 2.393, -3.018], [-0.045, -1.052, -0.096], [1.576, 0.328, 0.453], [-1.576, 0.398, 1.851], [-1.740, -3.031, 1.928], [-1.275, 0.437, 0.665], [0.365, 0.542, -0.150], [-0.497, 0.495, 0.046], [-0.287, -0.844, -0.100], [-0.732, 0.519, -1.460], [-1.031, 0.739, 1.235], [0.122, 0.459, 0.223], [-0.297, -0.481, -0.508], [-0.303, 0.524, 1.210], [0.500, 0.050, -0.269], [1.704, 0.493, 0.407], [1.035, 0.893, -0.901], [-0.686, 1.351, 0.492], [0.447, 0.015, 1.018], [-1.369, -1.687, 1.966], [1.829, 1.492, -0.040], [0.859, 0.765, -0.634], [0.713, 0.773, -1.163], [2.263, -0.424, -1.656]], "lumo_ev": -2.497, "e_homo_ev": -11.8, "e_tot_ev": -18103.05181, "smiles": "C[C@@H]1CC=C[C@@]2(C1)N[C@H](N)N1C=[NH+]CN12", "total_charge": 1, "gap_ev": 9.32, "relative_energy_kj_mol": 141.4}